Here is 13 unconnected molecules or ions with the total composition C58H154N12O18 at a distorted geometry from the Open Molecules 2025 dataset. Energies are from ωB97M-V/def2-TZVPD.

ORCA input file:
```
! RIJCOSX wB97M-V def2-TZVPD def2/J DEFGRID3
* xyz 0 1
C 19.536 20.242 22.573
C 20.383 19.667 23.657
O 21.662 20.198 23.715
O 20.139 19.935 21.334
H 19.340 21.339 22.765
H 18.527 19.815 22.689
H 20.500 18.568 23.583
H 19.946 19.834 24.605
H 22.160 19.821 22.961
H 19.568 19.800 20.552
C 20.353 22.767 11.767
O 20.749 21.433 11.790
C 19.639 20.619 11.639
C 20.132 19.220 11.631
N 20.874 18.976 12.871
C 21.666 17.781 12.893
C 20.928 16.473 12.922
O 20.291 16.282 11.633
C 19.573 15.036 11.659
H 19.803 23.019 12.656
H 19.709 22.940 10.905
H 21.192 23.408 11.732
H 19.024 20.855 10.716
H 18.977 20.837 12.543
H 20.709 19.034 10.703
H 19.235 18.540 11.581
H 21.390 19.818 13.134
H 22.375 17.897 13.709
H 22.294 17.707 11.944
H 20.154 16.480 13.684
H 21.689 15.647 13.088
H 18.690 15.001 12.358
H 20.315 14.262 12.108
H 19.281 14.872 10.619
C 10.866 20.666 20.948
O 11.621 20.671 19.756
C 11.878 21.977 19.252
C 12.483 21.838 17.850
N 12.823 23.145 17.201
C 13.201 22.934 15.774
C 13.909 24.188 15.268
O 13.207 25.391 15.335
C 11.889 25.303 14.770
H 9.782 20.840 20.727
H 11.250 21.350 21.677
H 10.896 19.629 21.344
H 12.573 22.511 19.943
H 10.967 22.622 19.267
H 11.807 21.309 17.150
H 13.419 21.291 17.917
H 13.533 23.696 17.705
H 12.388 22.544 15.168
H 14.020 22.194 15.739
H 14.169 24.068 14.173
H 14.801 24.253 15.884
H 11.326 24.498 15.271
H 11.944 25.044 13.667
H 11.501 26.318 14.907
C 20.500 17.562 16.382
O 19.450 17.984 17.188
C 19.567 17.348 18.460
C 18.353 17.765 19.204
N 18.252 19.166 19.334
C 16.957 19.608 19.917
C 15.639 19.296 19.180
O 15.611 19.792 17.858
C 15.322 18.737 16.855
H 20.613 16.456 16.380
H 21.395 18.082 16.844
H 20.379 17.901 15.341
H 20.499 17.603 19.005
H 19.623 16.230 18.369
H 18.222 17.248 20.179
H 17.560 17.500 18.485
H 18.336 19.563 18.365
H 17.103 20.648 20.062
H 16.850 19.239 20.978
H 14.902 19.933 19.707
H 15.327 18.251 19.269
H 14.356 18.238 17.024
H 16.109 17.930 16.884
H 15.351 19.320 15.876
C 13.032 18.106 11.719
O 12.362 18.578 12.966
C 12.795 17.879 14.110
C 11.831 18.124 15.239
N 12.091 17.436 16.430
C 11.407 18.083 17.486
C 11.578 17.232 18.744
O 10.941 15.982 18.619
C 11.152 15.013 19.587
H 12.831 18.871 10.977
H 12.642 17.105 11.458
H 14.120 18.168 11.816
H 13.827 18.103 14.360
H 12.831 16.791 13.786
H 10.871 17.867 14.787
H 11.813 19.251 15.489
H 11.782 16.496 16.372
H 10.366 18.209 17.186
H 11.900 19.033 17.704
H 11.173 17.800 19.599
H 12.632 16.952 18.933
H 12.175 14.680 19.687
H 10.601 14.207 19.063
H 10.741 15.267 20.538
C 22.901 15.296 17.322
C 23.058 15.071 15.803
C 24.549 15.098 15.371
O 25.068 16.382 15.625
C 26.410 16.521 15.235
N 22.375 13.861 15.346
H 21.844 15.348 17.551
H 23.337 16.258 17.641
H 23.495 14.572 17.924
H 22.510 15.903 15.451
H 24.706 14.888 14.334
H 25.086 14.359 15.917
H 26.990 16.003 16.007
H 26.664 17.587 15.250
H 26.675 16.134 14.207
H 22.756 13.016 15.795
H 22.515 13.755 14.373
C 14.451 10.999 22.641
C 15.786 11.742 22.455
C 15.522 12.983 21.641
O 16.812 13.595 21.464
C 16.791 14.749 20.656
N 16.322 11.994 23.709
H 13.636 11.665 23.004
H 14.669 10.160 23.319
H 14.170 10.649 21.673
H 16.448 11.097 21.874
H 14.860 13.558 22.298
H 14.999 12.746 20.688
H 15.940 15.307 20.968
H 16.759 14.521 19.620
H 17.663 15.267 20.975
H 15.656 12.475 24.301
H 17.126 12.593 23.494
C 17.787 14.644 15.873
C 16.551 14.049 15.257
C 15.378 14.898 15.787
O 15.182 14.962 17.217
C 14.673 13.741 17.735
N 16.495 14.250 13.814
H 17.951 14.195 16.862
H 17.682 15.712 15.971
H 18.726 14.487 15.363
H 16.471 12.974 15.470
H 14.386 14.621 15.360
H 15.584 15.908 15.488
H 14.367 13.964 18.787
H 15.449 12.970 17.693
H 13.756 13.353 17.193
H 17.485 14.237 13.514
H 15.842 13.694 13.322
C 18.614 21.586 16.227
C 17.819 21.101 15.091
C 17.998 19.631 14.948
O 17.063 19.074 13.955
C 17.190 17.698 13.933
N 16.462 21.564 15.334
H 18.532 22.644 16.369
H 19.648 21.276 16.208
H 18.230 21.120 17.113
H 18.155 21.505 14.163
H 17.842 19.069 15.913
H 19.092 19.595 14.666
H 16.345 17.256 13.378
H 17.065 17.304 14.922
H 18.188 17.369 13.573
H 16.188 21.207 16.220
H 15.889 21.089 14.657
C 19.272 10.265 18.425
C 19.307 11.744 18.252
C 19.611 12.435 19.572
O 19.733 13.808 19.236
C 20.466 14.442 20.273
N 20.390 12.090 17.369
H 20.177 9.947 18.906
H 19.213 9.799 17.449
H 18.390 9.882 18.874
H 18.288 12.177 17.899
H 20.599 12.096 19.981
H 18.891 12.314 20.392
H 20.010 14.170 21.234
H 20.220 15.517 20.182
H 21.566 14.159 20.195
H 20.406 13.066 17.207
H 20.295 11.644 16.474
C 23.727 17.686 20.822
C 24.101 19.132 20.823
C 23.037 20.061 20.284
O 22.846 19.794 18.852
C 21.954 20.719 18.251
N 24.389 19.622 22.264
H 24.669 17.042 20.983
H 23.370 17.422 19.838
H 23.100 17.431 21.671
H 24.976 19.249 20.137
H 23.460 21.040 20.411
H 22.121 19.978 20.879
H 22.316 21.756 18.340
H 21.014 20.684 18.847
H 21.620 20.378 17.232
H 24.736 20.581 22.292
H 25.076 19.070 22.791
C 17.452 23.035 8.506
C 16.135 22.654 9.076
C 16.161 22.028 10.440
O 14.802 21.688 10.698
C 14.716 21.209 12.063
N 15.182 23.851 9.064
H 17.783 23.930 9.046
H 17.490 23.282 7.485
H 18.230 22.242 8.737
H 15.734 21.956 8.312
H 16.481 22.687 11.218
H 16.815 21.168 10.508
H 15.374 20.333 12.153
H 13.673 20.965 12.318
H 15.002 21.966 12.766
H 14.314 23.489 9.454
H 15.484 24.498 9.747
C 15.349 19.045 23.346
C 15.616 17.553 22.874
C 16.297 16.704 23.952
O 17.698 17.046 23.938
C 18.365 16.404 25.009
N 14.333 16.919 22.597
H 14.837 18.913 24.329
H 14.701 19.580 22.641
H 16.247 19.683 23.524
H 16.285 17.506 21.998
H 16.326 15.559 23.855
H 15.868 16.951 24.989
H 19.362 16.246 24.662
H 17.989 15.382 25.176
H 18.464 17.073 25.851
H 13.736 17.092 23.355
H 13.972 17.430 21.798
*
```

Calculated total energy (Eh): -4313.148733
ΔE to the lowest compared entry with this formula, charge and spin (kJ/mol): 91.0
F_max (hartree/bohr): 0.06468
HOMO-LUMO gap (eV): 9.02